1.
{"formula": "C9H9N3O2", "method": "ωB97M-V/def2-TZVPD", "smiles": "[H]/N=C1\\NN=C2C=CC=C[C@@]21C.O=C=O", "orbital_gap_ev": 8.7, "homo_energy_ev": -8.5, "total_charge": 0, "e_above_lowest_kcal_mol": 102.1, "lumo_ev": 0.29, "elements": ["C", "C", "C", "C", "C", "C", "C", "C", "C", "N", "N", "N", "O", "O", "H", "H", "H", "H", "H", "H", "H", "H", "H"], "xyz": [[-0.868, -1.444, 0.692], [0.429, -2.174, 0.463], [-0.798, -0.090, 0.637], [1.525, -1.556, 0.130], [0.400, 0.784, 0.597], [1.347, -0.132, -0.295], [0.263, 1.910, -0.409], [-2.330, -2.030, -2.358], [0.514, 1.177, 2.192], [-0.612, 2.832, -0.174], [0.922, 1.588, -1.546], [1.559, 0.319, -1.509], [-2.744, -2.913, -1.761], [-1.779, -1.247, -2.972], [-1.691, -2.149, 0.970], [0.607, -3.187, 0.512], [-1.686, 0.534, 0.696], [2.503, -1.914, -0.061], [1.442, 1.639, 2.387], [-0.108, 2.043, 2.365], [0.482, 0.245, 2.798], [-0.576, 3.601, -0.936], [1.196, 2.167, -2.418]], "nbo_charge": [-0.26, -0.20, -0.13, -0.23, -0.20, 0.23, 0.43, 1.02, -0.59, -0.72, -0.47, -0.22, -0.52, -0.50, 0.24, 0.21, 0.23, 0.22, 0.22, 0.25, 0.23, 0.33, 0.42]}


2.
{"formula": "C9H9N3O2S", "method": "ωB97M-V/def2-TZVPD", "orbital_gap_ev": 9.7, "homo_energy_ev": -10.1, "total_charge": 0, "e_above_lowest_kcal_mol": 85.6, "lumo_ev": -0.38, "elements": ["C", "C", "C", "C", "C", "C", "C", "C", "C", "N", "N", "N", "O", "O", "S", "H", "H", "H", "H", "H", "H", "H", "H", "H"], "xyz": [[4.409, 0.002, 0.051], [2.318, -0.270, 1.207], [2.215, -0.245, -1.170], [0.969, -0.556, 1.239], [0.925, -0.687, -1.141], [2.980, -0.085, -0.005], [0.258, -0.771, 0.071], [-1.565, 1.680, -0.396], [-2.573, -0.009, -0.450], [5.539, 0.190, 0.130], [-0.551, 1.903, -1.084], [-3.721, 0.262, 0.408], [-1.847, -1.546, 1.555], [-1.642, -2.450, -0.800], [-1.501, -1.365, 0.116], [2.897, -0.302, 2.199], [2.792, 0.039, -2.116], [0.382, -0.346, 2.194], [0.415, -0.840, -2.079], [-2.120, 2.145, 0.374], [-2.893, -0.304, -1.391], [-0.244, 2.919, -0.948], [-3.512, 1.095, 0.882], [-3.930, -0.461, 1.155]], "nbo_charge": [0.27, -0.16, -0.16, -0.19, -0.18, -0.17, -0.27, 0.20, -0.33, -0.28, -0.60, -0.83, -0.95, -0.91, 2.09, 0.24, 0.24, 0.25, 0.24, 0.15, 0.22, 0.37, 0.34, 0.41]}


3.
{"formula": "C9H9N3O2S", "method": "ωB97M-V/def2-TZVPD", "orbital_gap_ev": 7.9, "homo_energy_ev": -9.1, "total_charge": 0, "e_above_lowest_kcal_mol": 61.7, "lumo_ev": -1.23, "elements": ["C", "C", "C", "C", "C", "C", "C", "C", "C", "N", "N", "N", "O", "O", "S", "H", "H", "H", "H", "H", "H", "H", "H", "H"], "xyz": [[-0.762, 2.098, -0.144], [-0.160, 1.247, -2.342], [0.134, 1.303, 0.468], [0.757, 0.357, -1.708], [-1.033, 2.077, -1.534], [0.834, 0.388, -0.332], [1.782, -3.222, 2.548], [1.315, -1.485, 1.036], [-2.115, 3.024, -1.927], [2.096, -2.159, 1.769], [0.024, -1.534, 1.170], [2.401, -3.342, 3.661], [-1.332, -2.805, -0.400], [1.757, -0.520, 0.217], [-1.296, -2.099, 0.837], [-1.339, 2.851, 0.293], [-0.261, 1.240, -3.405], [0.113, 1.202, 1.545], [1.448, -0.394, -2.155], [0.954, -3.834, 2.191], [-2.989, 2.615, -1.402], [-1.978, 4.020, -1.679], [-2.278, 3.004, -2.990], [1.931, -4.032, 4.284]], "nbo_charge": [-0.21, -0.20, -0.24, -0.23, 0.00, 0.25, 0.25, 0.71, -0.64, -0.50, -0.85, -0.63, -0.85, -0.46, 1.57, 0.21, 0.22, 0.23, 0.24, 0.12, 0.22, 0.22, 0.22, 0.33]}


4.
{"formula": "C9H9N3OS", "method": "ωB97M-V/def2-TZVPD", "smiles": "COc1ccccc1-n1cn[nH]c1=S", "orbital_gap_ev": 8.6, "homo_energy_ev": -8.0, "total_charge": 0, "e_above_lowest_kcal_mol": 0.8, "lumo_ev": 0.63, "elements": ["C", "C", "C", "C", "C", "C", "C", "C", "C", "H", "H", "H", "H", "H", "H", "H", "H", "H", "N", "N", "N", "O", "S"], "xyz": [[1.601, 2.298, 0.960], [0.901, 0.206, 0.144], [2.181, -0.382, 0.119], [2.321, -1.758, -0.132], [1.229, -2.527, -0.533], [-0.059, -1.924, -0.624], [-0.168, -0.570, -0.303], [-1.783, 1.300, -0.909], [-2.626, -0.435, 0.210], [2.111, 1.827, 1.791], [2.387, 2.568, 0.182], [1.062, 3.208, 1.286], [3.068, 0.142, 0.382], [3.295, -2.244, 0.034], [1.337, -3.577, -0.787], [-0.919, -2.446, -0.980], [-1.063, 2.030, -1.286], [-4.442, 0.505, 0.264], [-1.450, 0.066, -0.356], [-3.036, 1.585, -0.791], [-3.539, 0.485, -0.196], [0.572, 1.447, 0.460], [-2.982, -1.804, 1.065]], "nbo_charge": [-0.26, 0.30, -0.30, -0.18, -0.24, -0.15, 0.08, 0.19, 0.22, 0.19, 0.18, 0.21, 0.22, 0.22, 0.22, 0.24, 0.23, 0.42, -0.41, -0.25, -0.39, -0.49, -0.24]}


5.
{"formula": "C9H9N5", "method": "ωB97M-V/def2-TZVPD", "smiles": "[H]/N=C(/c1ccccc1)n1nnnc1C", "orbital_gap_ev": 9.6, "homo_energy_ev": -9.8, "total_charge": 0, "e_above_lowest_kcal_mol": 38.0, "lumo_ev": -0.19, "elements": ["C", "C", "C", "C", "C", "C", "C", "C", "C", "N", "N", "N", "N", "N", "H", "H", "H", "H", "H", "H", "H", "H", "H"], "xyz": [[-1.317, 2.417, 2.270], [-1.707, 1.164, 2.679], [-0.371, 2.533, 1.256], [-1.171, 0.032, 2.033], [0.100, 1.452, 0.542], [-0.340, 0.141, 0.947], [0.933, -1.071, -2.222], [-0.006, -1.043, 0.222], [2.310, -1.657, -2.096], [0.359, -0.629, -3.354], [-0.866, -0.255, -3.088], [-1.065, -0.265, -1.828], [0.027, -2.238, 0.645], [0.082, -0.702, -1.292], [-1.718, 3.368, 2.810], [-2.392, 0.973, 3.511], [0.053, 3.583, 0.976], [-1.411, -0.886, 2.444], [0.683, 1.449, -0.388], [2.458, -2.300, -2.905], [3.063, -0.956, -1.959], [2.132, -2.243, -1.160], [0.163, -2.866, -0.045]], "nbo_charge": [-0.19, -0.21, -0.20, -0.14, -0.17, -0.16, 0.33, 0.48, -0.63, -0.31, -0.05, -0.08, -0.58, -0.26, 0.23, 0.22, 0.22, 0.22, 0.23, 0.25, 0.24, 0.22, 0.35]}


6.
{"formula": "C9H9NO", "method": "ωB97M-V/def2-TZVPD", "smiles": "CN1Cc2ccccc2C1=O", "orbital_gap_ev": 10.2, "homo_energy_ev": -9.4, "total_charge": 0, "e_above_lowest_kcal_mol": 31.9, "lumo_ev": 0.80, "elements": ["C", "C", "C", "C", "C", "C", "C", "C", "C", "H", "H", "H", "H", "H", "H", "H", "H", "H", "N", "O"], "xyz": [[3.152, -0.639, 0.140], [0.758, -1.544, -0.094], [-0.541, -0.788, 0.100], [-1.843, -1.328, -0.023], [-2.961, -0.550, 0.002], [-2.667, 0.832, 0.059], [-1.428, 1.395, 0.088], [-0.352, 0.572, 0.057], [1.201, 0.883, -0.081], [3.683, -1.193, -0.616], [3.399, -1.007, 1.206], [3.638, 0.406, 0.186], [0.853, -2.313, 0.759], [0.899, -2.190, -0.976], [-2.115, -2.420, -0.338], [-3.977, -0.833, -0.224], [-3.501, 1.497, 0.255], [-1.302, 2.543, -0.131], [1.736, -0.407, -0.075], [1.796, 1.919, -0.136]], "nbo_charge": [-0.43, -0.22, -0.04, -0.19, -0.22, -0.20, -0.20, -0.12, 0.69, 0.20, 0.20, 0.24, 0.21, 0.22, 0.21, 0.23, 0.21, 0.24, -0.44, -0.59]}